Record 1
The following is a DFT calculation (ωB97M-V/def2-TZVPD) of C6H8BrNO2 in the gas phase at a distorted geometry.

Geometry (Å):
C  0.512  0.256  -1.416
C  0.443  2.284  -0.129
C  0.661  -0.590  -0.159
C  0.027  0.123  1.111
C  0.183  -2.036  -0.355
C  -1.477  0.098  1.197
N  0.704  1.619  -1.235
O  0.523  -0.077  -2.559
O  0.333  3.401  0.168
Br  1.053  0.213  2.730
H  1.812  -0.418  0.078
H  0.836  -2.601  -1.096
H  -0.824  -2.057  -0.706
H  0.191  -2.437  0.621
H  -1.774  -0.832  1.561
H  -1.811  0.282  0.244
H  -2.141  0.682  2.034
H  0.751  2.089  -2.089

Output
**Orbital gap (spin up / spin down)**: 7.3 / 9.5 eV
**Total energy**: -3012.5275 Eh
**2S+1**: 3
**Lowest unoccupied orbital energy (spin up / spin down)**: 0.58 / -1.08 eV
**Expectation value of S²**: 2.01
**Relative energy (zero: lowest compared OMol25 entry of this formula, charge and spin)**: 0.0 kcal per mole

***

Record 2
The following is a DFT calculation (ωB97M-V/def2-TZVPD) of C6H8BrNS in the gas phase at a distorted geometry.

Geometry (Å):
C  -1.805  0.504  -2.347
S  -1.696  0.757  -0.559
C  -0.007  0.605  -0.325
Br  1.072  1.900  -1.445
C  0.278  1.027  1.383
C  1.246  0.192  1.968
C  1.525  -0.987  1.426
C  1.123  -1.355  0.125
N  0.540  -0.647  -0.751
H  -1.840  -0.585  -2.517
H  -0.874  0.707  -2.905
H  -2.661  0.918  -2.791
H  -0.714  0.751  1.729
H  0.288  2.069  1.358
H  1.786  0.429  3.013
H  2.102  -1.781  1.895
H  1.510  -2.214  -0.373

Output
**Orbital gap**: 8.9 eV
**Total energy**: -3260.2967 Eh
**SMILES**: CS[C@@]1(Br)CC=CC=N1
**2S+1**: 1
**Lowest unoccupied orbital energy**: 0.02 eV
**Relative energy (zero: lowest compared OMol25 entry of this formula, charge and spin)**: 59.2 kcal per mole

***

Record 3
The following is a DFT calculation (ωB97M-V/def2-TZVPD) of 2 unconnected molecules or ions with the total composition C6H8BrNS at a distorted geometry.

Geometry (Å):
C  -0.095  0.305  2.476
C  -1.306  0.622  1.942
C  0.971  -0.140  1.653
C  -1.529  0.554  0.457
C  -0.353  -0.068  -0.214
C  1.039  -1.133  -2.428
N  0.793  -0.419  0.298
S  -0.563  -0.362  -1.927
Br  -1.069  4.634  1.918
H  0.278  0.369  3.456
H  -2.056  1.216  2.459
H  1.860  -0.555  1.934
H  -2.528  0.143  0.332
H  -1.449  1.629  -0.072
H  1.269  -0.813  -3.418
H  0.792  -2.218  -2.598
H  1.578  -0.760  -1.577

Output
**Orbital gap (spin up / spin down)**: 3.5 / 3.5 eV
**Total energy**: -3260.2406 Eh
**2S+1**: 1
**Lowest unoccupied orbital energy (spin up / spin down)**: -3.30 / -3.29 eV
**Relative energy (zero: lowest compared OMol25 entry of this formula, charge and spin)**: 94.4 kcal per mole

***

Record 4
The following is a DFT calculation (ωB97M-V/def2-TZVPD) of C6H8BrNS in the gas phase at a distorted geometry.

Geometry (Å):
C  -1.439  1.760  0.526
C  -0.034  1.822  -0.061
C  0.915  0.727  0.477
Br  2.804  1.227  -0.026
C  0.621  -0.658  0.046
N  0.246  -1.053  -1.123
C  0.137  -2.395  -1.238
C  0.363  -3.112  -0.081
S  0.966  -2.042  1.114
H  -2.092  0.970  -0.012
H  -1.300  1.674  1.558
H  -2.078  2.652  0.318
H  0.342  2.737  0.174
H  -0.282  1.566  -1.165
H  0.814  0.910  1.634
H  -0.199  -2.677  -2.224
H  0.214  -4.108  0.082

Output
**Orbital gap**: 9.4 eV
**Total energy**: -3260.3485 Eh
**SMILES**: CC[C@H](Br)c1nccs1
**2S+1**: 1
**Lowest unoccupied orbital energy**: 0.18 eV
**Relative energy (zero: lowest compared OMol25 entry of this formula, charge and spin)**: 26.7 kcal per mole

***

Record 5
The following is a DFT calculation (ωB97M-V/def2-TZVPD) of C6H8Cl2N2 in the gas phase at a distorted geometry.

Geometry (Å):
C  -0.181  -1.466  -0.900
C  0.448  -1.424  0.475
C  1.238  -0.152  0.790
Cl  2.417  -0.344  2.085
C  0.234  1.079  1.331
N  0.148  2.265  0.972
C  0.983  2.657  -0.183
N  1.656  1.638  -1.018
C  1.838  0.509  -0.490
Cl  2.717  -0.574  -1.567
H  -0.882  -2.271  -0.888
H  0.493  -1.659  -1.766
H  -0.721  -0.529  -0.939
H  1.110  -2.250  0.551
H  -0.291  -1.398  1.270
H  -0.269  0.699  2.108
H  0.349  3.326  -0.838
H  1.844  3.344  0.158

Output
**Orbital gap**: 10.3 eV
**Total energy**: -1263.2675 Eh
**SMILES**: CC[C@]1(Cl)C=NCN=C1Cl
**2S+1**: 1
**Lowest unoccupied orbital energy**: 0.67 eV
**Relative energy (zero: lowest compared OMol25 entry of this formula, charge and spin)**: 14.9 kcal per mole

***

Record 6
The following is a DFT calculation (ωB97M-V/def2-TZVPD) of C6H8Cl2O2S in the gas phase at a distorted geometry.

Geometry (Å):
O  3.143  -0.547  -0.497
C  2.171  0.487  -0.314
C  0.809  0.175  -0.809
O  0.615  0.810  -2.044
C  -0.474  0.584  0.295
Cl  -0.025  2.135  1.027
C  -0.789  -0.457  1.430
C  -2.118  -1.094  1.059
C  -2.838  -0.493  0.081
Cl  -4.318  -1.056  -0.572
S  -1.973  0.777  -0.792
H  2.829  -1.012  -1.265
H  2.697  1.359  -0.772
H  2.287  0.608  0.839
H  0.462  -0.757  -1.108
H  1.165  1.645  -2.150
H  -1.075  -0.014  2.380
H  -0.092  -1.166  1.446
H  -2.475  -1.981  1.766

Output
**Orbital gap**: 9.0 eV
**Total energy**: -1702.3838 Eh
**SMILES**: OC[C@H](O)[C@]1(Cl)CC=C(Cl)S1
**2S+1**: 1
**Lowest unoccupied orbital energy**: 0.59 eV
**Relative energy (zero: lowest compared OMol25 entry of this formula, charge and spin)**: 0.0 kcal per mole

***

Record 7
The following is a DFT calculation (ωB97M-V/def2-TZVPD) of 2 unconnected molecules or ions with the total composition C6H8Cl2OSSi at a distorted geometry.

Geometry (Å):
C  -3.787  1.014  0.914
C  -4.015  1.809  -0.282
C  -3.276  -0.230  0.581
C  -3.427  1.243  -1.425
C  3.982  -0.193  -1.287
C  2.843  0.744  -1.221
O  1.826  0.549  -0.423
Si  0.084  0.618  -0.208
S  -3.055  -0.406  -1.120
Cl  -0.243  0.253  1.787
Cl  -0.465  2.561  -0.491
H  -4.225  1.382  1.862
H  -4.414  2.795  -0.107
H  -2.997  -1.030  1.234
H  3.683  -1.280  -1.474
H  4.776  0.083  -2.146
H  4.614  -0.076  -0.448
H  -3.300  1.616  -2.435
H  2.829  1.492  -1.885

Output
**Orbital gap (spin up / spin down)**: 7.8 / 5.8 eV
**Total energy**: -1916.7200 Eh
**2S+1**: 1
**Lowest unoccupied orbital energy (spin up / spin down)**: 0.18 / -1.29 eV
**Relative energy (zero: lowest compared OMol25 entry of this formula, charge and spin)**: 75.8 kcal per mole

***

Record 8
The following is a DFT calculation (ωB97M-V/def2-TZVPD) of 2 unconnected molecules or ions with the total composition C6H8Cl2Si2 at a distorted geometry.

Geometry (Å):
C  -2.833  -0.499  1.287
C  -2.836  0.049  0.015
C  -1.642  -0.597  1.991
C  -1.658  0.514  -0.539
C  -0.467  -0.131  1.435
C  -0.455  0.449  0.165
Si  1.088  1.233  -0.544
Si  3.818  -0.739  -1.454
Cl  3.037  -2.152  -2.710
Cl  5.136  0.396  -2.512
H  -3.755  -0.846  1.730
H  -3.760  0.124  -0.540
H  -1.633  -1.028  2.982
H  -1.670  0.949  -1.528
H  0.458  -0.206  1.989
H  0.780  1.935  -1.783
H  1.802  2.007  0.466
H  4.589  -1.458  -0.452

Output
**Orbital gap (spin up / spin down)**: 6.8 / 6.8 eV
**Total energy**: -1732.8072 Eh
**2S+1**: 1
**Lowest unoccupied orbital energy (spin up / spin down)**: -1.02 / -1.02 eV